[1]
# C6H4BrClNO2

An isolated ion of composition C6H4BrClNO2 and charge -1 in a non-equilibrium geometry (the ωB97M-V functional and the def2-TZVPD basis, the OMol25 dataset).

As for the total charge: -1. The frontier orbital gap comes out at 8.18 eV. As for the SMILES: O=C([O-])[C@@]1(Br)CC=CN=C1Cl. The total energy is -3470.51329 Ha. For the LUMO energy, the calculation gives 3.26 eV.

```
15
Properties=species:S:1:pos:R:3:forces:R:3:lowdin_charge:R:1
O -2.5782 -0.7075 -1.6837 -0.168 0.355 0.010 -0.101
C -1.4913 -0.1397 -1.6508 0.077 -0.854 -0.021 -0.753
O -0.8150 0.3844 -2.5427 0.436 0.378 0.610 -0.045
C -0.7081 -0.2887 -0.1410 -0.525 0.203 -1.156 -0.750
Br -1.7431 -1.5558 0.8572 -0.360 -0.430 0.989 0.768
C 0.6830 -0.8192 -0.3240 1.022 -0.087 -2.634 -0.255
C 1.5966 -0.3259 0.7373 -0.393 0.518 -0.418 -0.101
C 1.3626 0.8042 1.4251 1.634 -0.463 -0.683 -0.165
N 0.2592 1.5933 1.2151 -0.826 -0.153 0.139 0.031
C -0.6601 1.0069 0.6075 -2.273 0.457 -0.692 -0.737
Cl -2.1975 1.8855 0.6585 -0.051 -0.130 -0.326 0.637
H 1.0403 -0.3579 -1.3872 -0.683 -0.805 2.196 0.168
H 0.7834 -1.9704 -0.4951 -0.549 2.077 0.507 0.137
H 2.4774 -0.8866 0.6466 1.598 -0.299 1.068 0.076
H 1.9907 1.3773 2.0772 1.060 -0.766 0.410 0.088
```
Forces are in eV/Å.

[2]
# C6H4BrN2

An isolated ion of composition C6H4BrN2 and charge +1 in a non-equilibrium geometry (the ωB97M-V functional and the def2-TZVPD basis, the OMol25 dataset).

As for the total charge: +1. The frontier orbital gap comes out at 8.92 eV. The total energy is -2914.18358 Ha. For the LUMO energy, the calculation gives -5.17 eV.

```
13
Properties=species:S:1:pos:R:3:forces:R:3:lowdin_charge:R:1
C 2.6741 1.8558 -0.0539 1.706 1.380 -0.591 -0.163
C -1.0458 -0.9050 0.0573 -0.744 -0.230 0.436 0.006
C -0.6116 0.4970 0.1955 0.754 -1.818 -1.112 0.062
C -0.1571 -1.9622 -0.0685 1.506 4.552 1.073 -0.050
C 0.7198 0.6914 -0.0366 1.926 -4.323 0.572 -0.213
C 1.6517 -0.6394 -0.0963 -2.322 3.335 0.669 -0.468
N 1.2267 -1.8035 0.0406 -0.452 -0.183 -1.056 0.083
N 1.4812 1.7967 0.0003 -0.658 1.036 -0.164 0.071
Br 3.5371 -0.1277 -0.0911 -0.499 -0.025 -0.026 1.172
H 3.4226 2.6635 -0.2622 -0.622 -1.104 0.515 0.141
H -2.1212 -1.2582 0.1294 1.340 1.090 -0.214 0.143
H -1.1978 1.3981 0.3213 -0.555 -0.402 0.144 0.135
H -0.4092 -2.9239 -0.1831 -1.380 -3.307 -0.244 0.081
```
Forces are in eV/Å.

[3]
# C6H4Cl2ErN2O3Pm

C6H4Cl2ErN2O3Pm as an isolated structure in a non-equilibrium geometry (the ωB97M-V functional and the def2-TZVPD basis, the OMol25 dataset).

As for the total charge: +4. The frontier orbital gap (spin up / spin down) comes out at 7.43 / 8.03 eV. As for the spin multiplicity: 8. As for the expectation value of S²: 15.76. The total energy is -3108.44738 Ha. For the LUMO energy (spin up / spin down), the calculation gives -15.81 / -15.22 eV.

```
19
Properties=species:S:1:pos:R:3:forces:R:3:lowdin_charge:R:1
Er -1.8618 -0.9997 -3.3145 -2.296 -0.702 1.895 1.158
Pm 0.6503 0.0600 0.8852 0.394 -1.045 -0.519 1.746
Cl -2.0184 -3.0362 -2.0293 0.298 1.003 -0.530 0.038
Cl -0.7098 0.5656 -1.2747 -0.141 -0.308 -0.478 -0.036
C 1.3471 2.3562 1.5162 2.241 7.256 1.624 -0.008
C -0.1816 -2.0340 -4.5458 6.185 -3.270 -4.648 -0.053
C -0.3531 0.4436 -4.5358 5.299 4.543 -2.143 -0.051
O 1.7021 3.4390 1.7327 -1.844 -5.660 -1.108 0.242
O 0.7180 -2.3822 -5.2018 -4.985 1.753 3.673 0.264
O 0.5642 1.0651 -4.8747 -4.520 -3.001 1.467 0.247
N -1.1537 -2.3607 2.2274 0.080 0.435 -0.026 0.059
C -1.9764 -2.4506 3.2736 0.092 0.254 -0.513 0.065
C -2.3000 -1.1520 3.6611 -0.034 1.142 0.077 0.050
C -1.6267 -0.2865 2.8090 -0.028 -1.459 0.000 -0.069
N -0.8924 -1.0472 1.9145 -0.468 -0.752 0.396 -0.306
H -0.8029 -3.1072 1.6328 -0.082 0.000 0.316 0.190
H -2.3129 -3.4061 3.6539 0.030 -0.023 0.058 0.178
H -2.9624 -0.8489 4.4545 -0.065 -0.108 0.131 0.151
H -1.6306 0.7977 2.7154 -0.156 -0.059 0.329 0.134
```
Forces are in eV/Å.

[4]
# C6H4Cl2O2

A single C6H4Cl2O2 molecule in a non-equilibrium geometry (the ωB97M-V functional and the def2-TZVPD basis, the OMol25 dataset).

The frontier orbital gap comes out at 9.21 eV. As for the SMILES: Oc1cc(O)c(Cl)cc1Cl. The total energy is -1301.88204 Ha. For the LUMO energy, the calculation gives 0.61 eV.

```
14
Properties=species:S:1:pos:R:3:forces:R:3:lowdin_charge:R:1
O -2.3280 1.6906 -0.0294 -2.279 0.453 0.067 0.020
C -1.1875 1.0133 -0.1619 -0.794 -1.605 0.566 -0.357
C -0.0115 1.7212 -0.1379 2.215 -0.199 1.279 0.068
C 1.2216 1.0133 0.0988 -1.058 0.973 -2.300 -0.328
O 2.3714 1.7295 0.1920 1.277 -3.049 0.008 0.024
C 1.2384 -0.3703 -0.0706 -0.497 0.911 1.106 -0.627
Cl 2.7041 -1.2497 -0.0460 0.689 -0.224 0.111 0.751
C 0.0386 -1.0301 -0.0087 -1.329 -1.785 -0.385 -0.146
C -1.1711 -0.4344 -0.1483 -0.891 2.857 0.600 -0.533
Cl -2.7631 -1.2031 0.0919 1.215 0.075 -0.221 0.666
H -3.1824 1.1886 0.1942 2.350 0.385 -0.677 0.115
H 0.0904 2.8171 -0.0475 -0.616 -0.731 -0.180 0.143
H 3.0478 0.9317 0.1562 -1.025 2.625 0.220 0.096
H -0.0721 -2.0767 0.1874 0.742 -0.684 -0.194 0.110
```
Forces are in eV/Å.

[5]
# C6H4Cl3N2

An isolated ion of composition C6H4Cl3N2 and charge +1 in a non-equilibrium geometry (the ωB97M-V functional and the def2-TZVPD basis, the OMol25 dataset).

As for the total charge: +1. The frontier orbital gap (spin up / spin down) comes out at 6.64 / 6.64 eV. As for the SMILES: N#[N+]\C(Cl)=C/C(Cl)=C\C=C\Cl. The total energy is -1720.68997 Ha. For the LUMO energy (spin up / spin down), the calculation gives -6.46 / -6.46 eV.

```
15
Properties=species:S:1:pos:R:3:forces:R:3:lowdin_charge:R:1
N -0.1783 -1.8409 0.8656 3.093 0.197 -0.809 0.350
N 0.8541 -1.5630 0.4353 -4.375 -1.496 1.840 -0.002
C 1.8647 -0.9568 -0.0731 3.101 0.622 -0.842 -0.653
Cl 3.3745 -1.8472 -0.2521 -1.113 0.312 0.032 0.745
C 1.8487 0.4232 -0.2844 -0.128 -1.418 -0.242 -0.072
C 0.7457 1.2263 -0.1196 -0.389 1.869 0.514 -0.583
Cl 1.0813 2.9281 -0.3874 0.246 -0.007 -0.073 0.750
C -0.5188 1.0968 0.4620 1.047 -3.884 -1.916 -0.069
C -1.5556 0.0940 0.4603 -1.324 2.292 -1.184 -0.196
C -2.0276 -0.6570 -0.6430 0.227 0.065 2.655 -0.485
Cl -3.6645 -1.0753 -0.5565 0.221 -0.156 -0.376 0.781
H 2.8135 0.8481 -0.5694 -0.409 0.061 0.066 0.128
H -0.8339 1.9453 0.9243 -0.783 2.405 1.316 0.072
H -2.3165 0.5426 1.1868 0.510 -1.656 -1.126 0.142
H -1.4874 -1.1640 -1.4489 0.077 0.794 0.145 0.093
```
Forces are in eV/Å.

[6]
# C6H4ClF5

A 2-piece molecular cluster, C6H4ClF5 overall in a non-equilibrium geometry (the ωB97M-V functional and the def2-TZVPD basis, the OMol25 dataset).

The frontier orbital gap (spin up / spin down) comes out at 6.84 / 9.49 eV. The total energy is -1190.32437 Ha. For the LUMO energy (spin up / spin down), the calculation gives -1.71 / -0.53 eV.

```
16
Properties=species:S:1:pos:R:3:forces:R:3:lowdin_charge:R:1
C 2.1758 0.2924 -1.5586 2.730 0.857 -1.176 -0.070
C 2.1657 -0.4810 -0.5296 -1.724 -0.726 1.637 -0.595
C -0.7346 0.6413 1.5566 -1.039 1.118 1.088 0.013
C -0.5574 -0.1638 0.3720 -0.465 0.236 -1.959 -0.002
C -0.9571 1.2747 0.2218 6.218 -1.602 1.200 -0.515
C -1.2544 -1.3706 -0.0342 -1.954 -1.975 -1.239 -0.520
F 0.1477 2.0362 -0.1735 -0.302 0.040 -0.095 0.037
F -1.9696 1.8698 -0.2152 -3.591 0.889 -0.953 0.227
F -2.6428 -1.3782 0.2266 1.529 0.660 -0.097 0.077
F -1.1880 -1.6134 -1.3963 0.252 0.478 1.473 0.097
F -0.8222 -2.4840 0.5887 0.303 0.457 -0.168 0.125
Cl 2.7723 -1.5074 0.6398 0.166 0.558 -0.917 0.699
H 3.1635 0.5657 -2.1396 -1.915 -0.698 1.033 0.114
H 1.2852 0.8494 -1.7876 -0.133 0.038 -0.298 0.046
H -1.7081 0.6161 2.0403 0.085 -0.679 0.557 0.137
H 0.1239 0.8527 2.1890 -0.160 0.350 -0.085 0.130
```
Forces are in eV/Å.

[7]
# C6H4ClN3O2

A single C6H4ClN3O2 molecule in a non-equilibrium geometry (the ωB97M-V functional and the def2-TZVPD basis, the OMol25 dataset).

The frontier orbital gap comes out at 7.68 eV. As for the SMILES: N#C[C@@]1(Cl)C=CC=C([N+](=O)[O-])N1. The total energy is -1005.80305 Ha. For the LUMO energy, the calculation gives -1.51 eV.

```
16
Properties=species:S:1:pos:R:3:forces:R:3:lowdin_charge:R:1
N 0.9466 -3.4808 0.6118 1.180 -2.705 1.314 0.210
C 0.4096 -2.5828 0.2023 -1.040 1.274 -0.673 -0.255
C 0.0447 -1.3258 -0.3414 -1.171 3.036 -1.343 -0.664
Cl 0.6883 -1.4672 -2.1652 -0.452 -0.366 -0.188 0.534
C -1.4220 -0.8513 -0.4170 -1.074 -1.949 -0.162 -0.053
C -1.7890 0.4298 -0.3014 -0.014 -0.384 0.729 -0.089
C -0.8357 1.3475 0.1823 0.511 1.629 -2.243 0.010
C 0.4796 0.9840 0.1855 -2.220 -1.047 1.268 -0.211
N 1.4692 1.8671 0.6293 -2.284 2.820 0.666 -0.350
O 1.0489 2.9901 0.9670 1.644 -1.097 -0.366 0.079
O 2.5615 1.4175 0.6682 2.817 0.230 0.449 0.129
N 0.8882 -0.3150 0.1981 0.294 -1.899 0.515 0.068
H -2.2903 -1.5473 -0.5629 1.583 0.078 -0.202 0.133
H -2.8016 0.8448 -0.4767 0.614 -0.941 0.208 0.133
H -1.2352 2.3659 0.1185 1.160 -0.129 0.659 0.133
H 1.8373 -0.6763 0.5015 -1.548 1.451 -0.633 0.192
```
Forces are in eV/Å.

[8]
# C6H4F2O2

A single C6H4F2O2 molecule in a non-equilibrium geometry (the ωB97M-V functional and the def2-TZVPD basis, the OMol25 dataset).

The frontier orbital gap comes out at 9.41 eV. As for the SMILES: Oc1cc(F)cc(O)c1F. The total energy is -581.21817 Ha. For the LUMO energy, the calculation gives 0.41 eV.

```
14
Properties=species:S:1:pos:R:3:forces:R:3:lowdin_charge:R:1
O 1.8012 -1.6592 -0.8312 -1.147 -4.625 -0.902 0.062
C 0.9265 -0.7585 -0.3821 0.579 0.931 0.601 -0.322
C 1.5097 0.3381 0.1565 0.680 3.897 1.786 0.052
C 0.6703 1.3868 0.6266 -0.247 -1.660 0.588 -0.213
F 1.2503 2.4125 1.3117 -0.407 -0.410 -0.752 0.046
C -0.7363 1.2605 0.6549 1.897 0.844 -0.686 0.059
C -1.3090 0.1740 0.0495 0.202 -1.161 0.494 -0.272
O -2.6486 -0.0280 0.0767 -0.442 -0.962 -0.850 0.083
C -0.4427 -0.7925 -0.4043 0.200 -1.550 -1.546 -0.153
F -0.8851 -1.8761 -1.1097 -1.090 -0.375 0.191 0.053
H 1.3895 -2.6344 -0.9165 1.082 3.455 0.195 0.198
H 2.6050 0.5054 0.3048 -1.102 -0.570 -0.387 0.151
H -1.3487 2.0572 0.9590 -0.622 0.874 0.723 0.116
H -2.8653 -0.9093 -0.3354 0.417 1.313 0.545 0.141
```
Forces are in eV/Å.

[9]
# C6H4F3NO

A 2-piece molecular cluster, C6H4F3NO overall in a non-equilibrium geometry (the ωB97M-V functional and the def2-TZVPD basis, the OMol25 dataset).

The frontier orbital gap comes out at 9.32 eV. The total energy is -660.50372 Ha. For the LUMO energy, the calculation gives 0.17 eV.

```
15
Properties=species:S:1:pos:R:3:forces:R:3:lowdin_charge:R:1
C 1.5218 1.0928 0.7636 -0.100 -1.344 -2.285 -0.187
C -1.1092 0.1318 -1.5165 0.712 -0.675 1.061 -0.064
C -0.1222 -0.6873 -1.8480 -1.240 0.138 -0.346 -0.086
C -0.6950 0.9252 -0.3248 0.783 2.158 -2.506 -0.107
C 0.6765 0.3281 -0.0632 -3.074 -2.949 3.242 -0.267
C 0.2546 -0.9994 1.5787 0.299 1.816 -1.888 -0.414
N 2.1175 1.6259 1.5559 1.700 1.744 2.077 0.215
O 1.0365 -0.4841 -1.1128 0.488 0.506 0.553 0.030
F -0.7805 -1.8537 1.2609 1.518 1.005 0.807 0.097
F 1.3714 -1.6474 1.9132 -0.785 -0.346 -0.432 0.135
F -0.0526 -0.2122 2.6309 -0.528 -0.792 -0.713 0.107
H -2.0774 0.3383 -1.8694 -0.892 -0.567 -0.921 0.103
H -0.1608 -1.5251 -2.5209 0.589 0.120 -0.273 0.130
H -0.4711 1.9306 -0.8572 -0.469 -0.713 1.476 0.164
H -1.5094 1.0364 0.4096 0.998 -0.102 0.149 0.144
```
Forces are in eV/Å.